{"formula": "C47H55BrCsN9O6S", "method": "ωB97M-V/def2-TZVPD", "homo_ev": -6.09, "lumo_energy_ev": -0.089, "symbols": ["Cs", "C", "N", "C", "C", "O", "C", "O", "C", "C", "O", "N", "C", "C", "H", "H", "H", "H", "H", "H", "H", "H", "H", "H", "H", "H", "H", "H", "H", "H", "O", "C", "C", "C", "C", "C", "C", "C", "O", "N", "N", "C", "C", "Br", "C", "C", "C", "C", "C", "C", "C", "H", "H", "H", "H", "H", "H", "H", "H", "H", "H", "H", "H", "H", "H", "N", "C", "C", "C", "C", "C", "C", "N", "C", "C", "C", "C", "N", "C", "C", "H", "H", "H", "H", "H", "H", "H", "H", "H", "O", "C", "C", "C", "C", "C", "C", "N", "H", "H", "H", "H", "H", "H", "H", "H", "H", "H", "H", "S", "C", "N", "C", "C", "C", "C", "H", "H", "H", "H", "H"], "xyz": [[-0.366, 0.093, -0.292], [-0.892, -1.560, -6.068], [-1.256, -0.745, -4.935], [-1.757, 0.584, -5.211], [-1.032, -1.104, -3.655], [-1.283, -0.391, -2.705], [-0.415, -2.483, -3.408], [-0.091, -2.563, -2.049], [0.498, -3.785, -1.698], [1.014, -3.673, -0.255], [0.990, -2.605, 0.317], [1.501, -4.799, 0.323], [1.951, -4.737, 1.697], [1.527, -6.103, -0.285], [-1.534, -1.295, -6.909], [-1.052, -2.618, -5.868], [0.146, -1.401, -6.371], [-2.759, 0.533, -5.641], [-1.097, 1.093, -5.915], [-1.788, 1.145, -4.281], [0.480, -2.610, -4.036], [-1.134, -3.265, -3.703], [1.343, -4.025, -2.364], [-0.232, -4.605, -1.786], [2.007, -3.698, 2.004], [2.943, -5.185, 1.782], [1.264, -5.282, 2.350], [1.297, -6.059, -1.344], [0.814, -6.780, 0.196], [2.527, -6.534, -0.183], [-3.184, 3.529, 1.695], [-3.473, 4.448, 0.823], [-4.263, 5.568, 1.173], [-4.579, 6.543, 0.255], [-4.141, 6.460, -1.063], [-3.372, 5.370, -1.432], [-3.031, 4.376, -0.529], [-2.154, 3.231, -0.986], [-2.439, 2.043, -0.298], [-0.772, 3.674, -0.843], [0.205, 3.018, -1.456], [1.413, 3.345, -1.211], [2.542, 2.689, -1.858], [2.140, 1.197, -2.973], [3.793, 3.144, -1.695], [5.061, 2.636, -2.220], [6.002, 3.559, -2.678], [7.220, 3.138, -3.182], [7.525, 1.787, -3.215], [6.610, 0.865, -2.727], [5.388, 1.283, -2.231], [-2.767, 2.342, 0.602], [-4.615, 5.623, 2.195], [-5.192, 7.382, 0.567], [-4.396, 7.226, -1.782], [-3.017, 5.287, -2.454], [-2.292, 3.024, -2.054], [-0.554, 4.308, -0.079], [1.663, 4.141, -0.497], [3.864, 4.061, -1.116], [5.766, 4.614, -2.649], [7.931, 3.868, -3.546], [8.474, 1.452, -3.609], [6.848, -0.189, -2.723], [4.693, 0.559, -1.826], [-0.578, -4.971, 6.146], [-1.038, -5.926, 7.030], [-0.420, -6.614, 8.066], [-1.204, -7.513, 8.761], [-2.554, -7.721, 8.437], [-3.158, -7.033, 7.408], [-2.383, -6.119, 6.695], [-2.731, -5.303, 5.635], [-1.644, -4.644, 5.344], [-1.540, -3.648, 4.272], [-0.359, -2.971, 3.988], [-0.343, -2.056, 2.947], [-1.405, -1.780, 2.203], [-2.532, -2.414, 2.485], [-2.658, -3.357, 3.496], [0.344, -4.580, 6.101], [0.618, -6.459, 8.321], [-0.767, -8.071, 9.577], [-3.126, -8.435, 9.010], [-4.195, -7.187, 7.154], [0.558, -3.130, 4.539], [0.569, -1.535, 2.693], [-3.389, -2.160, 1.873], [-3.599, -3.849, 3.682], [0.120, 1.433, 1.849], [-0.055, 1.803, 3.012], [0.942, 1.410, 4.078], [1.766, 2.602, 4.560], [1.044, 3.464, 5.588], [-0.256, 4.098, 5.109], [-1.321, 3.106, 4.670], [-1.098, 2.555, 3.354], [1.567, 0.648, 3.617], [0.434, 0.962, 4.937], [2.074, 3.201, 3.698], [2.688, 2.225, 5.013], [1.715, 4.250, 5.946], [0.830, 2.835, 6.459], [-0.059, 4.774, 4.273], [-0.668, 4.711, 5.913], [-2.292, 3.602, 4.621], [-1.426, 2.300, 5.409], [-1.740, 2.880, 2.604], [3.539, -1.216, 2.435], [4.086, -0.446, 3.798], [4.921, 0.633, 3.678], [5.467, 1.332, 4.702], [5.200, 0.985, 5.988], [4.322, -0.110, 6.197], [3.784, -0.792, 5.154], [5.132, 0.907, 2.726], [6.103, 2.152, 4.404], [5.633, 1.541, 6.803], [4.069, -0.413, 7.203], [3.118, -1.627, 5.308]]}